Entry 1:
The following is a quantum chemistry calculation of a cluster of 2 separate species, C7H7F2NO2 in total at a distorted geometry, from the Open Molecules 2025 dataset.

The SMILES is C=[N+]([O-])O.Fc1cccc(F)c1. For the energy above the lowest of the compared OMol25 structures with the same formula, charge and spin, the calculation gives 344.6 kJ/mol. The strongest force on any atom comes out at 0.03239 Eh/bohr.

```
! RIJCOSX wB97M-V def2-TZVPD def2/J DEFGRID3
* xyz 0 1
F -0.4515 1.5173 1.7428
F 1.2820 -2.6448 0.4390
O -3.2300 -0.1431 0.4191
O -2.1335 -1.5718 -0.8947
N -2.2019 -0.4164 -0.4970
C 0.3595 0.7902 0.9530
C 2.1474 0.6918 -0.6234
C -1.4264 0.5750 -0.7453
C 1.2711 1.4451 0.1387
C 0.3912 -0.5880 1.1154
C 2.1455 -0.6905 -0.5477
C 1.2683 -1.3081 0.3281
H -3.7142 -0.9772 0.5422
H 2.8451 1.1884 -1.2806
H -0.2751 -1.0859 1.8023
H -1.7016 1.5358 -0.3555
H 2.8186 -1.2894 -1.1405
H 1.2701 2.5208 0.0930
H -0.6649 0.4508 -1.4891
*
```

---

Entry 2:
The following is a quantum chemistry calculation of the molecule C7H7FN2 at a distorted geometry, from the Open Molecules 2025 dataset.

For the energy above the lowest of the compared OMol25 structures with the same formula, charge and spin, the calculation gives 316.3 kJ/mol. The strongest force on any atom comes out at 0.08784 Eh/bohr.

```
! RIJCOSX wB97M-V def2-TZVPD def2/J DEFGRID3
* xyz 0 1
F 1.4112 1.9381 0.8951
N -0.7302 -1.2345 0.3212
N 1.8428 -0.4153 -2.0325
C -1.6529 0.6609 -1.0261
C 1.5584 -1.1951 1.4988
C 0.6194 -0.8999 0.2609
C -1.6445 -0.6683 -0.3693
C 0.4249 1.3139 0.1787
C -0.6670 1.7036 -0.3822
C 1.2660 -0.6185 -1.0444
H -1.2075 2.6509 -0.3443
H -1.3509 0.7003 -2.0612
H 1.2092 -2.0629 1.9959
H 1.5471 -0.2346 2.2077
H 2.5880 -1.4238 1.1298
H -2.5859 -1.3396 -0.2759
H -2.6281 1.1248 -0.9522
*
```